Arrangement i

10
Properties=species:S:1:pos:R:3:lowdin_charge:R:1 method="wB97M-V/def2-TZVPD" total_charge=0 homo_lumo_gap_ha="0.30991 / 0.30723"
C -1.493 -0.734 -0.368 -0.078
C 0.764 -0.487 0.547 -0.264
N 1.346 0.726 0.314 0.087
F -2.207 0.052 0.488 -0.126
F 1.323 -1.478 -0.179 -0.010
H -1.751 -1.772 -0.258 0.042
H -1.458 -0.291 -1.351 0.043
H 0.578 -0.789 1.567 0.112
H 1.023 1.495 0.878 0.097
H 1.536 0.941 -0.652 0.099


Arrangement ii

10
Properties=species:S:1:pos:R:3:lowdin_charge:R:1 method="wB97M-V/def2-TZVPD" total_charge=0 smiles="[H]/N=C(/C)F.F" homo_lumo_gap_ha=0.40796
C -1.397 -0.255 0.036 -0.035
C -0.294 -0.224 1.009 -0.396
N 0.148 0.749 1.676 0.136
F -0.546 2.169 0.204 -0.089
F 0.147 -1.547 1.323 -0.027
H -2.047 0.596 0.198 0.075
H -0.937 -0.063 -0.915 0.079
H -2.054 -1.107 -0.118 0.089
H 0.771 0.497 2.433 0.074
H -0.204 2.958 0.535 0.093


Need the numbers? Relative energies in kJ/mol: arrangement i 198.7; arrangement ii 0.0.